ORCA calculation (wB97M-V/def2-TZVPD) on a 2-piece molecular cluster, CH2NP3 overall.

The geometry in XYZ format:
```
7
Properties=species:S:1:pos:R:3:forces:R:3
P -1.3689 -0.0345 0.5037 -0.2972 1.8310 1.3796
P -0.6364 -1.5347 -0.6357 1.0841 0.7036 -0.6548
P -1.6035 1.5469 1.6128 0.1881 -1.6084 -1.2045
N 2.1466 1.5635 -1.0836 0.4685 0.6508 -1.0387
C 1.7762 0.6603 -0.5002 -0.4715 -0.2938 1.6083
H -1.6921 -2.2500 -0.1907 -1.3034 -1.0666 0.4641
H 1.3781 0.0485 0.2936 0.3313 -0.2166 -0.5539
```
Forces are in eV/Å.

The value obtained for the energy above the lowest of the compared OMol25 structures with the same formula, charge and spin is 52.8 kcal per mole. The total energy comes out at -1117.9936 Ha. As for the total charge: 0. As for the SMILES: P#P=P.C#N. The multiplicity is 1. The value obtained for the HOMO energy is -8.53 eV.

ORCA calculation (wB97M-V/def2-TZVPD) on a 9-piece molecular cluster, C51H127N9O overall.

The geometry in XYZ format:
```
188
Properties=species:S:1:pos:R:3:forces:R:3
O 11.2829 16.9164 1.3443 -0.8519 -0.1990 -0.3845
N 20.3421 14.9888 1.3848 -0.0805 0.1049 -0.9674
N 9.6908 18.5106 1.2851 -1.8366 1.1936 0.3506
N 8.2095 18.7808 8.7458 0.8272 -1.8833 -0.8260
N 7.8359 22.6508 -0.0204 1.6463 -0.2371 0.9609
N 19.5341 22.0013 5.0878 0.6726 -0.9318 -1.5425
N 7.4597 9.3451 2.2909 1.8894 -1.4794 -1.0128
N 13.0362 17.0917 -5.5129 -1.5681 -0.7635 -0.4073
N 14.9848 27.5930 3.9358 -0.5149 1.6913 0.2436
N 1.4854 17.1230 4.4753 1.3230 0.6766 1.0673
C 15.8373 28.5030 4.7762 -1.1150 -1.0540 0.6052
C 8.7391 25.0069 -0.1876 -0.6014 -0.1210 1.5472
C 15.5809 28.7673 1.7469 -0.1088 0.3863 0.6005
C 10.7207 16.0670 -4.8511 1.0133 0.4453 -0.3891
C 7.6832 22.5983 -1.4579 -0.4595 -1.1288 0.0338
C 7.1970 8.5731 1.0430 -1.8002 0.3118 0.9762
C 7.1037 21.2541 -1.9047 -0.7775 0.2978 0.3439
C 19.1355 20.6012 4.6870 -1.2263 1.7670 1.8609
C 7.2411 17.9095 7.9944 1.9572 -0.2196 0.9028
C 14.6968 25.3018 2.8813 -0.9555 0.2285 -0.1676
C 0.6074 14.8083 4.9352 0.2197 0.2828 -0.7201
C 6.5760 22.6858 0.6958 0.3584 -0.1690 0.6724
C 22.3119 15.2539 -0.1125 0.7735 -0.4800 -0.6622
C 10.9448 18.0918 1.2450 2.5071 -1.0874 1.1392
C 21.6428 14.4106 0.9729 -0.0089 1.2559 1.0769
C 15.5559 26.3056 3.5960 1.2612 -0.6194 1.0801
C 6.6099 19.4142 10.5010 -0.8221 0.5866 0.0392
C 12.0387 16.7830 -4.3815 0.3587 -0.9550 -1.6371
C 17.9716 15.3714 0.5028 0.6066 -0.3199 0.6427
C 21.8714 21.6457 4.1498 0.2731 -0.3472 -0.6397
C 13.5073 15.9619 -6.3693 0.5585 1.2327 0.8053
C 20.0033 22.1205 6.4691 -0.6226 0.2551 -0.2553
C 6.4631 7.2722 1.3680 0.3107 -0.1384 -0.3932
C 14.3310 14.9655 -5.5526 -1.1713 -0.5395 0.1273
C 1.6386 18.1475 2.1937 -0.1581 -0.2945 -0.3712
C 12.0624 19.1062 1.2520 -0.4490 0.9925 -0.0767
C 13.3688 19.4929 -5.1742 1.1662 -0.5040 0.3978
C 14.4785 28.3421 2.7742 0.6337 -1.1985 -0.5748
C 17.8012 20.3423 5.3602 -0.6499 -1.0152 0.1900
C 0.1782 17.8562 6.5362 0.5077 0.2831 -0.3362
C 9.5511 19.9135 6.8233 -0.2129 -0.3463 0.6789
C 20.0875 23.6301 6.8830 -0.1370 -1.0124 -0.5840
C 19.3664 12.9386 2.5029 -0.5606 0.5839 0.3963
C 1.5405 17.5125 5.9495 -0.5528 -1.4547 -1.5248
C 19.7909 14.4194 2.6009 0.5762 -0.9158 -0.3028
C 6.6547 22.6340 2.2515 0.2065 0.1619 -0.5798
C 14.0434 18.0830 -5.1979 -1.1026 0.4842 0.1472
C 19.4214 14.8543 0.2477 -0.8591 0.9264 -0.0417
C 0.5375 16.1029 4.1096 -0.2784 -0.3897 0.6460
C 8.5758 17.5911 1.3454 0.0138 -0.8940 -0.9455
C 8.6819 10.1314 2.0622 -0.7071 0.9959 -0.2007
C 1.3040 18.2965 3.6496 0.3614 0.6712 0.4692
C 7.8971 16.5867 7.5109 -1.4461 0.5582 0.5491
C 7.5835 19.8612 9.4243 0.5737 -0.2408 0.1426
C 8.9031 23.5717 0.4011 0.1105 0.5306 -1.4973
C 15.0418 29.6367 5.5220 0.5372 -0.0321 -1.3715
C 20.5280 22.3975 4.0880 0.4588 -0.2914 0.6367
C 6.7558 10.6676 4.2238 -0.1589 -0.5798 0.3646
C 8.4164 11.3567 1.1374 0.7534 0.2224 1.0478
C 6.3617 10.1168 2.8540 0.5478 0.4173 -0.0458
C 9.5241 19.0931 8.1429 -0.3044 0.1522 -0.1977
H 1.4697 14.2334 4.5974 0.0543 -0.0900 0.1500
H 14.4653 17.9024 -4.2093 0.2453 0.0843 0.3949
H 11.7323 17.7007 -3.8795 0.4329 0.0458 -0.1316
H 7.1701 23.4543 2.7510 0.2098 0.2151 -0.4213
H 15.0590 24.2772 2.9658 0.4486 0.1772 0.0151
H 1.6359 19.1423 1.7482 -0.1371 -0.0665 -0.2005
H 21.8388 15.1357 -1.0874 -0.3593 0.1397 0.1072
H 6.5906 9.2006 0.3898 -0.4345 0.0197 -0.3278
H 20.2540 23.7954 7.9474 -0.1272 -0.1889 -0.0282
H 20.7391 23.4623 4.1870 -0.1418 0.0828 -0.2272
H 14.9277 15.4815 -4.8003 0.2241 0.1267 -0.2768
H 20.0461 22.1628 3.1389 0.2641 0.5406 -0.2176
H 0.3758 18.0709 7.5864 -0.5823 0.2945 0.0374
H 7.1526 20.4685 8.6283 -0.7686 0.8472 0.4495
H 16.2626 27.8818 5.5645 0.2587 -0.1447 -0.1285
H 12.3869 19.2835 0.2266 0.1399 0.0755 0.0441
H 5.9941 23.5438 0.3594 -0.4809 0.2253 0.0805
H 20.9210 21.5527 6.6224 0.4452 0.2034 0.1521
H 9.1109 20.8898 7.0262 -0.2732 0.0058 -0.1980
H 10.5785 20.1240 6.5263 0.0618 -0.2475 -0.0821
H -0.2140 18.7020 5.9715 -0.1471 0.3118 0.4987
H 16.2371 27.9476 1.4540 -0.6390 -0.4630 -0.4025
H 14.1365 20.2664 -5.1576 0.0618 0.1126 0.0898
H 2.2542 18.3280 6.0671 -0.1408 0.0794 -0.2210
H 7.0593 15.9815 7.1645 0.0630 0.0587 -0.8813
H 7.1618 21.7227 2.5686 -0.1101 -0.1130 0.0038
H 7.8644 25.4717 0.2674 -0.3921 0.0106 -0.1959
H 9.0214 19.4115 6.0136 0.0126 0.1042 -0.0765
H 19.2506 21.5571 7.0207 -0.0058 0.4833 0.5489
H 9.1014 23.5328 1.4722 -0.4757 0.2109 0.0120
H 6.4154 20.2805 11.1334 -0.3618 0.0860 -0.0336
H 18.4863 12.7025 1.9047 0.0023 0.3659 -0.2491
H 20.1872 12.3298 2.1237 -0.0144 -0.1445 0.4148
H 6.3556 6.6975 0.4481 -0.1300 -0.1203 -0.0537
H 7.0720 6.6801 2.0512 -0.0332 0.0146 0.0707
H 7.8398 12.1359 1.6360 -0.0600 -0.0273 0.1154
H 6.4732 17.6303 8.7159 -0.0742 0.1273 -0.1145
H 20.5876 14.4014 3.3446 0.1559 0.3206 0.0730
H 22.4816 16.3163 0.0624 -0.6119 -0.0147 0.4844
H 10.1269 18.1862 8.0950 -0.2365 -0.2371 -0.4640
H 13.7851 29.1272 3.0756 0.4997 0.3364 0.1465
H 14.6122 25.5446 1.8221 -0.3513 -0.1142 -0.0255
H 17.0682 21.1440 5.2697 0.2968 0.2258 -0.5052
H 21.6440 13.3574 0.6919 -0.5487 -0.2540 -0.5242
H 5.6700 19.0745 10.0658 -0.1334 0.1379 0.1123
H 6.1067 10.9392 2.1856 -0.2674 0.3080 -0.1692
H 18.9095 20.5530 3.6217 0.5754 0.2242 -0.0548
H 19.0644 12.7224 3.5277 0.3189 -0.7377 0.0376
H 7.5974 11.3603 4.2305 -0.2564 0.1877 -0.2235
H 14.7592 30.4025 4.7997 -0.3141 -0.0127 -0.1126
H -0.2900 14.2411 4.6881 0.0283 -0.1688 0.2700
H 9.5331 25.6726 0.1506 0.3833 -0.1838 -0.4200
H 0.6975 14.9486 6.0123 -0.2260 0.0872 -0.0954
H 8.6019 24.9997 -1.2689 0.3141 0.0541 0.1466
H 16.5079 26.3298 3.0657 0.4163 0.5072 -0.2805
H -0.4727 16.5104 4.1483 -0.5742 0.0958 0.1691
H 6.1631 21.0244 -1.4040 0.0112 -0.0359 0.1198
H 12.5138 16.0987 -3.6786 0.1612 0.1926 0.4768
H 1.9575 19.1054 3.9762 0.1865 -0.1282 0.5555
H 7.8167 20.4727 -1.6419 -0.0579 -0.1177 -0.3758
H 23.3178 14.8963 -0.3324 0.1856 -0.3827 0.3141
H 22.2288 14.3842 1.8916 0.3763 0.3503 0.0110
H 14.1406 29.3026 6.0362 0.1789 -0.2870 -0.0811
H 17.9644 16.4044 0.8508 0.3564 0.0944 0.0333
H 11.7194 20.0431 1.6908 -0.0193 0.2632 -0.2248
H 6.7580 18.4166 7.1592 -0.0560 0.2725 -0.2479
H 7.8960 11.1393 0.2047 0.2679 -0.2972 0.0077
H 8.5846 17.0888 0.3781 -0.3449 -0.4886 0.0657
H 16.6432 28.8829 4.1482 0.1981 0.3801 0.2664
H 0.6680 15.8312 3.0621 0.2529 0.0425 -0.0203
H 5.8916 11.0924 4.7346 0.0412 0.3398 -0.1659
H 12.7061 19.7080 -6.0124 -0.0111 -0.3889 0.0717
H 10.3438 16.5841 -5.7335 -0.1643 0.0014 0.0149
H 19.1562 24.0880 6.5495 -0.1046 0.0562 0.2941
H 5.4459 9.5399 2.9829 0.2328 -0.4220 -0.1817
H 5.6548 22.6711 2.6836 -0.1171 -0.3020 -0.2017
H 22.3805 21.6320 5.1136 -0.0232 0.5263 -0.0253
H 6.0900 21.7599 0.3881 -0.5006 0.2886 0.1220
H 12.9068 18.7909 1.8649 -0.2140 -0.4159 -0.2487
H 17.3859 19.4590 4.8752 -0.3178 -0.1738 0.2292
H 14.9493 14.3020 -6.1570 -0.0028 0.0333 0.0361
H 8.0549 8.3334 0.4149 0.5227 0.2001 0.7253
H 9.3998 11.7915 0.9587 -0.0745 0.1830 -0.4584
H 19.7885 15.4555 -0.5840 0.2530 -0.1158 0.0449
H 7.0604 9.8312 4.8528 0.0999 -0.1522 -0.0066
H 17.8161 20.1519 6.4333 0.4034 -0.2343 0.0127
H 15.8144 25.8031 4.5281 0.0960 0.2902 0.3935
H 2.6411 17.7375 2.0718 -0.0101 -0.1156 0.0125
H 16.3547 29.4448 2.1080 -0.4174 0.5002 0.5004
H 9.8322 23.2265 -0.0526 0.0946 -0.4637 -0.0072
H 21.8465 20.5942 3.8640 -0.6094 -0.1665 0.0244
H 17.5050 14.7963 1.3026 -0.2039 -0.0926 -0.1287
H 0.9198 17.5099 1.6790 0.1017 0.0713 -0.2264
H 20.8722 24.1604 6.3436 0.1919 -0.1911 0.0051
H 14.1891 16.3430 -7.1296 -0.0089 0.6735 0.0569
H -0.5675 17.0680 6.4322 0.2428 -0.2114 0.1736
H 0.3013 18.7010 3.7881 -0.5407 0.1081 -0.2757
H 14.8871 17.9885 -5.8815 -0.2293 0.1877 -0.2888
H 1.9610 16.6689 6.4968 0.0827 -0.0819 -0.0561
H 7.0531 23.4238 -1.7891 -0.0239 0.2180 -0.4610
H 8.1872 15.9602 8.3544 0.8791 0.4630 0.0759
H 22.5200 22.0523 3.3739 0.2674 0.3555 0.2452
H 15.6735 30.1945 6.2133 0.2036 -0.3928 0.1794
H 9.5164 9.5936 1.6123 -0.5413 -0.7879 -0.1899
H 8.6460 22.5829 -1.9687 0.2217 0.7970 0.3046
H 9.4530 19.4849 1.1660 0.3807 -0.0867 0.0612
H 8.6500 16.7687 6.7440 0.0100 -0.4208 0.1805
H 13.6175 14.3709 -4.9821 0.1773 -0.4101 0.1182
H 9.9473 16.0467 -4.0833 0.1720 0.2760 0.1454
H 13.7296 25.2881 3.3838 -0.3472 0.0758 -0.3560
H 19.0080 15.0500 3.0221 -0.1323 -0.0124 -0.2622
H 8.6817 16.8279 2.1164 0.2480 0.1829 0.0414
H 17.3114 15.3685 -0.3645 0.2985 -0.3741 -0.1710
H 9.1275 10.4019 3.0195 -0.2776 0.5584 0.0861
H 19.4622 13.8104 -0.0633 -0.5285 -0.2882 -0.3239
H 5.4686 7.3848 1.7997 0.0751 0.2545 0.0359
H 12.8501 19.5392 -4.2166 -0.3228 0.3364 -0.2139
H 10.8876 15.0244 -5.1216 0.2009 -0.0003 -0.0921
H 8.3787 20.4194 9.9184 0.0050 0.2660 -0.1097
H 10.1082 19.6997 8.8349 -0.3386 0.0458 0.4848
H 19.8786 19.8581 4.9762 0.1056 -0.1672 -0.1299
H 6.8219 21.2883 -2.9571 0.4861 -0.2191 -0.1498
H 12.6869 15.6108 -6.9953 -0.1939 -0.6683 0.5713
H 15.1207 29.2731 0.8982 0.0841 -0.3063 -0.1957
H 7.5888 18.0432 1.4427 0.3868 0.5342 0.1479
H 13.8206 27.6310 2.2746 -0.0475 0.0390 -0.3317
H 6.9205 18.6365 11.1987 0.6324 -0.1172 -0.4063
```
Forces are in eV/Å.

The value obtained for the energy above the lowest of the compared OMol25 structures with the same formula, charge and spin is 113.6 kcal per mole. The total energy comes out at -2587.1465 Ha. As for the total charge: 0. As for the SMILES: CCN(CC)CC.CCN(CC)CC.CCN(CC)CC.CCN(CC)CC.CCN(CC)CC.CCN(CC)CC.CCN(CC)CC.CCN(CC)CC.CNC(C)=O. The multiplicity is 1. The value obtained for the HOMO energy is -7.82 eV.

ORCA calculation (wB97M-V/def2-TZVPD) on C19H27AsF3N2O5STi as an isolated structure.

The geometry in XYZ format:
```
59
Properties=species:S:1:pos:R:3:forces:R:3
As 2.0222 1.4842 0.1309 -0.0564 0.0952 0.0344
Ti -0.0264 -0.2908 0.4252 -0.0830 -0.1151 0.0385
S -0.1175 -1.8461 -2.4191 -0.0529 -0.2631 -0.1992
F -1.1553 0.5500 -2.6891 -0.0363 -0.0062 -0.0073
F -1.1945 -0.6887 -4.4689 0.0223 0.0257 -0.0594
F 0.6573 0.2360 -3.8191 0.0689 0.0095 -0.0462
O -1.3755 -2.4461 -2.1361 0.0718 0.0707 0.0423
O 0.7339 -0.6247 2.0783 0.0629 0.0052 -0.1195
O 0.9343 -2.5334 -3.0751 -0.0081 0.0127 0.0365
O 0.4461 -1.1894 -1.1222 0.0751 0.1677 0.1124
O -1.6338 0.4826 0.1505 0.1288 0.1887 -0.1039
N -2.6434 -1.5081 0.5329 -0.0361 -0.0502 0.0114
N -1.3830 -1.6886 1.0696 0.0037 -0.0947 0.0864
C 3.4642 1.2007 -2.4028 -0.0056 -0.0301 0.0305
C -6.0328 -0.1934 -1.6793 -0.0025 -0.0054 -0.0009
C 0.8421 -1.7119 2.8256 0.1007 -0.1222 0.0192
C 3.7579 -0.8561 0.4549 -0.0438 0.0113 -0.0514
C 2.5484 2.1436 -1.6291 -0.0598 -0.0335 -0.0892
C -2.7172 -0.3305 0.0309 -0.1036 0.0586 0.0323
C -5.0868 2.0224 -1.6575 0.0202 -0.0066 0.0082
C 3.6013 0.6042 0.8701 0.0124 -0.0317 0.0236
C -4.9237 -0.6812 -1.0135 0.0176 0.0075 0.0071
C -3.9708 1.5416 -0.9926 -0.0063 -0.0119 -0.0043
C 1.8634 3.1041 1.2086 -0.0097 -0.0471 0.0167
C -1.2249 -2.6769 1.9212 0.0584 0.1041 -0.0647
C -3.8913 0.1901 -0.6662 0.0043 0.0165 -0.0043
C 3.1723 3.8617 1.3968 -0.0304 0.0107 0.0050
C -6.1152 1.1563 -1.9999 -0.0140 0.0063 -0.0058
C -0.0339 -2.7455 2.7053 -0.1029 -0.0222 -0.0287
C 1.9758 -1.6883 3.7935 -0.0550 0.0074 0.0464
C -2.3206 -3.6666 2.1300 0.0238 -0.0032 0.0433
C -0.4745 -0.3338 -3.4254 -0.0076 -0.0521 0.1947
H 2.9956 4.7642 1.9816 0.0134 0.0018 0.0006
H 4.6404 -1.2900 0.9251 0.0226 0.0130 -0.0020
H 1.1072 3.7221 0.7215 0.0084 0.0069 -0.0131
H 1.6241 2.3242 -2.1801 0.0050 0.0191 0.0240
H 2.8996 -1.4568 0.7619 -0.0012 -0.0081 -0.0240
H -4.8389 -1.7306 -0.7678 -0.0053 0.0010 -0.0008
H 3.9095 3.2629 1.9304 0.0113 0.0008 0.0073
H 3.0270 0.2092 -2.5298 -0.0142 0.0200 0.0099
H 1.9068 -0.7881 4.4065 -0.0034 -0.0122 0.0099
H 3.6534 1.6005 -3.3987 -0.0052 0.0220 0.0076
H -3.1643 -3.1729 2.6156 -0.0046 -0.0062 -0.0040
H -6.8332 -0.8663 -1.9550 -0.0018 0.0026 -0.0006
H -1.9811 -4.4898 2.7525 -0.0022 0.0025 -0.0062
H 1.9633 -2.5637 4.4366 0.0192 -0.0005 0.0013
H -2.6819 -4.0361 1.1718 0.0023 0.0043 -0.0146
H 1.4477 2.7946 2.1693 0.0051 0.0068 0.0014
H 3.4976 0.6860 1.9539 -0.0108 0.0292 0.0070
H 0.0950 -3.6044 3.3458 -0.0013 0.0077 0.0122
H 4.4742 1.1908 0.5837 0.0100 0.0246 -0.0067
H 4.4282 1.0907 -1.9061 0.0053 -0.0301 -0.0068
H -3.1636 2.2097 -0.7251 0.0017 0.0023 0.0009
H 2.9260 -1.6499 3.2581 -0.0078 -0.0113 -0.0253
H -5.1533 3.0718 -1.9102 -0.0032 0.0014 0.0008
H 3.8691 -0.9686 -0.6229 -0.0027 -0.0012 0.0237
H -6.9840 1.5334 -2.5228 -0.0015 -0.0041 0.0005
H 3.6089 4.1705 0.4472 0.0011 -0.0035 -0.0076
H 3.0283 3.1096 -1.4714 0.0025 0.0084 0.0004
```
Forces are in eV/Å.

The total energy comes out at -5008.8340 Ha. As for the total charge: +1. The multiplicity is 1. The value obtained for the HOMO energy is -11.50 eV.